[1]
Entry from the Open Molecules 2025 dataset: a molecular structure, C20H22AsClIN5O2SW (ωB97M-V with the def2-TZVPD basis set).

Total energy = -4657.9347 Eh
Maximum force = 0.541 eV/A
Gap between HOMO and LUMO (alpha / beta) = 4.64 / 4.65 eV
HOMO (alpha / beta) = -12.6 / -12.6 eV

```
! wB97M-V def2-TZVPD RIJCOSX def2/J DEFGRID3
* xyz 2 1
W 0.442 -0.423 0.373
C 0.291 4.025 1.046
C 0.130 2.626 0.583
N 0.670 1.591 1.149
N 1.438 1.859 2.276
C 2.329 0.952 2.506
N 3.115 1.047 3.595
S 2.557 -0.456 1.467
C -0.749 2.289 -0.572
C -2.005 3.031 -0.937
C -2.770 2.366 -1.799
C -2.158 1.159 -2.507
C -2.090 -0.178 -1.620
N -1.298 -0.503 -0.695
H 1.182 4.144 1.652
H -0.572 4.299 1.660
H 0.307 4.701 0.190
H 3.104 1.909 4.118
H 3.942 0.479 3.653
H -2.304 3.947 -0.447
H -3.754 2.703 -2.097
H -2.764 0.893 -3.371
H -2.932 -0.831 -1.871
Cl 1.017 -0.604 -6.555
C 1.224 -0.925 -4.895
C 1.785 -2.097 -4.475
C 1.880 -2.390 -3.099
I 2.597 -4.209 -2.487
C 1.475 -1.460 -2.125
O 1.447 -1.712 -0.830
C 1.059 -0.220 -2.550
N 0.752 0.674 -1.522
C -0.042 1.668 -1.756
C -0.766 1.747 -3.047
C -0.169 0.993 -4.162
C 0.755 0.030 -3.923
H 2.119 -2.824 -5.202
H -1.201 1.360 -0.201
H -0.985 2.769 -3.355
H -0.538 1.175 -5.165
C 0.373 -1.608 4.581
As -0.606 -2.246 3.076
C 0.231 -3.753 2.265
C -2.431 -2.575 3.504
O -0.604 -0.976 1.922
H 0.259 -2.301 5.414
H -0.020 -0.629 4.848
H 1.422 -1.523 4.301
H 0.166 -4.611 2.933
H 1.274 -3.503 2.076
H -0.279 -3.974 1.328
H -2.492 -3.423 4.186
H -2.973 -2.795 2.586
H -2.843 -1.686 3.977
*
```

natural (NBO) atomic charge list, values in e, 4 entries: W 1.504; C -0.697; C 0.429; N -0.324

=====

[2]
Entry from the Open Molecules 2025 dataset: a single C17H17N3O3 molecule (ωB97M-V with the def2-TZVPD basis set).

ΔE to the lowest compared entry with this formula, charge and spin = 0.000 eV
Total energy = -1048.0583 Eh
Maximum force = 0.608 eV/A
Gap between HOMO and LUMO = 8.64 eV
HOMO = -8.1 eV

```
! wB97M-V def2-TZVPD RIJCOSX def2/J DEFGRID3
* xyz 0 1
C -3.389 -3.502 -1.370
O -3.840 -2.661 -0.335
C -3.325 -1.404 -0.246
C -2.369 -0.867 -1.102
C -1.908 0.424 -0.912
C -2.372 1.196 0.146
N -1.906 2.498 0.374
C -0.654 3.015 0.201
O -0.473 4.215 0.265
C 0.453 2.043 -0.015
C 1.436 2.359 -0.952
C 2.506 1.513 -1.198
C 2.574 0.343 -0.466
C 1.598 0.036 0.504
C 0.535 0.878 0.748
N 1.944 -1.177 1.056
C 1.227 -1.892 2.074
C 3.099 -1.642 0.462
O 3.669 -2.682 0.704
N 3.477 -0.694 -0.469
C 4.651 -0.814 -1.288
C -3.352 0.667 0.985
C -3.822 -0.613 0.792
H -2.313 -3.689 -1.296
H -3.620 -3.085 -2.355
H -3.927 -4.440 -1.241
H -1.981 -1.438 -1.930
H -1.180 0.832 -1.596
H -2.592 3.172 0.689
H 1.344 3.286 -1.496
H 3.256 1.762 -1.931
H -0.198 0.649 1.504
H 1.752 -2.831 2.242
H 0.203 -2.095 1.750
H 1.201 -1.318 3.003
H 5.129 -1.758 -1.029
H 5.340 0.010 -1.095
H 4.383 -0.819 -2.347
H -3.741 1.267 1.794
H -4.576 -1.031 1.439
*
```

natural (NBO) atomic charge list, values in e, 4 entries: C -0.254; O -0.509; C 0.361; C -0.309

=====

[3]
Entry from the Open Molecules 2025 dataset: a molecular structure, C21H25BF2N3O2V (ωB97M-V with the def2-TZVPD basis set).

Total energy = -2298.6660 Eh
Maximum force = 4.002 eV/A
Gap between HOMO and LUMO (alpha / beta) = 4.42 / 4.38 eV
HOMO (alpha / beta) = -1.6 / -1.6 eV

```
! wB97M-V def2-TZVPD RIJCOSX def2/J DEFGRID3
* xyz -1 2
V -0.488 0.379 -0.033
C -1.716 3.131 0.790
N -0.374 2.553 0.826
C 0.518 3.283 -0.076
C 0.064 3.413 -1.532
C -0.150 2.067 -2.267
N 0.480 0.983 -1.572
C 1.562 0.503 -2.115
C 2.479 -0.402 -1.515
C 3.394 -1.110 -2.307
C 4.306 -1.983 -1.761
C 4.329 -2.168 -0.378
C 3.488 -1.455 0.436
C 2.556 -0.508 -0.075
O 1.901 0.252 0.699
C 0.170 2.615 2.189
C 0.236 1.262 2.899
C -1.035 0.420 2.804
N -1.076 -0.373 1.606
C -1.424 -1.626 1.779
C -1.691 -2.577 0.764
C -2.074 -3.891 1.117
C -2.337 -4.854 0.171
C -2.202 -4.560 -1.180
C -1.850 -3.271 -1.560
C -1.618 -2.275 -0.623
O -1.363 -1.023 -1.073
H -1.681 4.227 0.927
H -2.326 2.701 1.582
H -2.201 2.892 -0.156
H 1.480 2.762 -0.055
H 0.657 4.315 0.308
H 0.851 3.977 -2.041
H -0.848 4.012 -1.593
H 0.253 2.170 -3.294
H -1.218 1.872 -2.345
H 1.809 0.825 -3.143
H 3.356 -0.976 -3.384
H 4.992 -2.529 -2.395
H 5.032 -2.872 0.052
H 3.519 -1.589 1.510
H -0.419 3.327 2.791
H 1.195 2.996 2.146
H 0.474 1.451 3.952
H 1.041 0.682 2.443
H -1.932 1.058 2.824
H -1.082 -0.230 3.698
H -1.557 -2.002 2.804
H -2.173 -4.130 2.169
H -2.654 -5.842 0.482
H -2.386 -5.320 -1.928
H -1.767 -3.008 -2.606
F -3.364 -0.224 0.038
B -2.290 0.081 -0.803
F -2.847 0.588 -1.995
*
```

natural (NBO) atomic charge list, values in e, 4 entries: V 1.233; C -0.405; N -0.485; C -0.211

=====

[4]
Entry from the Open Molecules 2025 dataset: a molecular structure, C24H23CrN3O6Te (ωB97M-V with the def2-TZVPD basis set).

ΔE to the lowest compared entry with this formula, charge and spin = 0.000 eV
Total energy = -2856.7994 Eh
Maximum force = 0.613 eV/A
Gap between HOMO and LUMO (alpha / beta) = 6.95 / 6.78 eV
HOMO (alpha / beta) = -4.4 / -4.4 eV

```
! wB97M-V def2-TZVPD RIJCOSX def2/J DEFGRID3
* xyz -1 4
Cr -0.552 0.729 -0.301
O -2.064 -0.402 -0.582
C -2.844 -0.978 0.290
C -4.024 -1.605 -0.157
C -4.880 -2.233 0.720
C -4.600 -2.277 2.090
C -3.435 -1.699 2.542
C -2.545 -1.051 1.676
C -1.329 -0.504 2.239
N -0.462 0.170 1.594
N 0.666 0.593 2.298
C 1.356 1.397 1.539
O 1.012 1.766 0.349
C 2.645 1.915 2.070
C 3.467 2.664 1.238
C 4.714 3.087 1.679
C 5.143 2.769 2.959
C 4.313 2.039 3.803
C 3.071 1.611 3.362
H -4.235 -1.565 -1.218
H -5.775 -2.713 0.340
H -5.285 -2.754 2.778
H -3.186 -1.737 3.598
H -1.124 -0.680 3.294
H 3.116 2.907 0.244
H 5.355 3.655 1.016
H 6.120 3.089 3.302
H 4.641 1.791 4.805
H 2.413 1.038 4.000
O -2.470 4.237 -0.748
C -1.922 3.151 -0.826
O -1.693 2.309 0.115
C -1.484 2.651 -2.199
C -1.796 3.308 -3.373
C -1.478 2.701 -4.575
C -0.887 1.445 -4.561
C -0.587 0.863 -3.345
N -0.853 1.475 -2.190
H -2.285 4.269 -3.303
H -1.714 3.185 -5.515
H -0.657 0.917 -5.476
H -0.141 -0.120 -3.268
C -1.312 -5.000 0.570
Te -0.261 -3.231 -0.078
C 1.511 -4.388 -0.356
H -0.845 -5.413 1.465
H -1.305 -5.752 -0.220
H -2.346 -4.733 0.797
H 1.316 -5.171 -1.088
H 1.807 -4.829 0.595
H 2.279 -3.708 -0.722
C 2.416 0.694 -2.158
C 1.941 -0.613 -1.534
O 2.648 -1.603 -1.671
O 0.798 -0.654 -0.913
H 3.503 0.723 -2.102
H 1.990 1.566 -1.671
H 2.138 0.699 -3.214
*
```

natural (NBO) atomic charge list, values in e, 4 entries: Cr 1.793; O -0.768; C 0.370; C -0.243

=====

[5]
Entry from the Open Molecules 2025 dataset: 7 unconnected molecules or ions with the total composition C4H25N3O6 (ωB97M-V with the def2-TZVPD basis set).

ΔE to the lowest compared entry with this formula, charge and spin = 0.503 eV
Total energy = -783.0711 Eh
Maximum force = 1.955 eV/A
Gap between HOMO and LUMO = 9.51 eV
HOMO = -9.3 eV

```
! wB97M-V def2-TZVPD RIJCOSX def2/J DEFGRID3
* xyz 0 1
N -0.238 3.376 0.719
C 0.252 3.037 -0.644
C 1.109 1.766 -0.647
C 0.594 0.527 -1.420
N -0.277 -0.186 -0.516
C 1.714 -0.460 -1.848
N 1.250 -1.288 -3.005
H -0.844 4.180 0.646
H 0.513 3.594 1.360
H 0.761 3.876 -1.121
H -0.673 2.935 -1.218
H 2.049 2.016 -1.148
H 1.278 1.430 0.373
H 0.122 0.765 -2.381
H -1.197 0.195 -0.309
H -0.535 -1.134 -0.781
H 2.591 0.109 -2.145
H 1.921 -1.218 -1.094
H 0.238 -1.290 -3.064
H 1.496 -0.771 -3.846
O -1.028 0.794 2.119
H -0.217 0.297 1.995
H -0.883 1.541 1.512
O 0.026 -2.362 1.850
H -0.566 -3.103 1.679
H -0.333 -1.667 1.287
O -4.192 0.070 -0.964
H -4.479 0.488 -0.149
H -4.605 -0.790 -0.881
O -2.739 -2.283 -0.064
H -3.110 -3.144 -0.284
H -2.615 -1.846 -0.909
O 1.915 -0.766 3.559
H 2.062 0.152 3.740
H 1.497 -1.221 4.289
O 2.689 -2.702 0.965
H 1.816 -3.091 1.006
H 2.637 -1.826 1.340
*
```

natural (NBO) atomic charge list, values in e, 4 entries: N -0.853; C -0.218; C -0.427; C -0.052

=====

[6]
Entry from the Open Molecules 2025 dataset: a molecular structure, CH2I2S (ωB97M-V with the def2-TZVPD basis set).

ΔE to the lowest compared entry with this formula, charge and spin = 1.230 eV
Total energy = -1032.8116 Eh
Maximum force = 3.927 eV/A
Gap between HOMO and LUMO (alpha / beta) = 7.02 / 7.02 eV
HOMO (alpha / beta) = -8.7 / -8.7 eV

```
! wB97M-V def2-TZVPD RIJCOSX def2/J DEFGRID3
* xyz 0 1
C 0.068 -0.045 -0.499
S 1.065 0.976 0.363
I -2.554 0.739 0.077
I 0.208 -2.089 0.055
H -0.057 0.242 -1.463
H 1.270 0.176 1.467
*
```

natural (NBO) atomic charge list, values in e, 4 entries: C -0.513; S 0.212; I -0.294; I 0.258

=====

[7]
Entry from the Open Molecules 2025 dataset: 2 unconnected molecules or ions with the total composition C7H20NP (ωB97M-V with the def2-TZVPD basis set).

ΔE to the lowest compared entry with this formula, charge and spin = 3.083 eV
Total energy = -674.0562 Eh
Maximum force = 3.915 eV/A
Gap between HOMO and LUMO = 8.91 eV
HOMO = -18.0 eV

```
! wB97M-V def2-TZVPD RIJCOSX def2/J DEFGRID3
* xyz 2 1
C 1.833 -0.676 -1.229
C 3.089 -0.247 0.752
C 1.902 1.684 -0.306
C -2.588 -0.311 1.857
C -2.327 -1.460 -1.134
C -2.136 1.339 -0.607
C 0.739 -0.242 0.855
N 1.845 0.195 0.015
P -1.863 -0.270 0.166
H 0.930 -0.689 -1.699
H 2.493 -0.495 -2.095
H 2.059 -1.677 -1.138
H 2.840 -1.188 1.198
H 3.883 -0.379 0.081
H 3.369 0.476 1.589
H 1.664 2.235 0.560
H 2.867 1.732 -0.653
H 1.286 1.784 -1.220
H -1.895 0.310 2.367
H -2.822 -1.237 2.342
H -3.470 0.334 1.802
H -2.747 -2.357 -0.750
H -1.438 -1.932 -1.494
H -2.916 -0.942 -1.885
H -1.775 2.077 0.042
H -3.096 1.635 -0.801
H -1.464 1.311 -1.453
H 0.614 0.467 1.552
H 0.833 -1.272 1.333
*
```

natural (NBO) atomic charge list, values in e, 4 entries: C -0.453; C -0.405; C -0.369; C -0.934

=====

[8]
Entry from the Open Molecules 2025 dataset: 2 unconnected molecules or ions with the total composition C4H6N2 (ωB97M-V with the def2-TZVPD basis set).

ΔE to the lowest compared entry with this formula, charge and spin = 8.411 eV
Total energy = -265.2265 Eh
Maximum force = 7.966 eV/A
Gap between HOMO and LUMO = 9.43 eV
HOMO = -9.6 eV

```
! wB97M-V def2-TZVPD RIJCOSX def2/J DEFGRID3
* xyz 0 1
C -2.412 -2.432 -1.155
C -1.673 -1.556 -0.897
C 1.312 -0.302 -0.252
C -0.051 0.076 -0.636
N 0.333 0.211 0.711
N 0.478 1.525 1.337
H -3.388 -2.856 -1.051
H 1.788 -1.211 0.065
H 2.033 0.396 -0.598
H -0.377 1.003 -1.179
H -0.043 2.203 0.806
H -0.236 1.512 2.065
*
```

natural (NBO) atomic charge list, values in e, 4 entries: C -0.441; C -0.096; C -0.280; C 0.131